(1)
122
Properties=species:S:1:pos:R:3:forces:R:3:lowdin_charge:R:1 method="wB97M-V/def2-TZVPD" multiplicity=5 lumo_energy_ev="0.565 / -2.273" e_tot_ha=-10006.71270 e_homo_ev="-6.968 / -7.807"
H -2.9804 -1.6005 -0.6081 0.0 -0.1 0.0 0.028
C 0.9482 -4.6663 -1.7193 0.0 0.0 0.0 -0.106
H -2.2455 3.9955 -1.9131 0.0 0.0 0.0 0.083
H 5.6920 2.3526 -2.9195 0.0 0.0 0.0 0.082
C -0.4887 -4.8607 -1.2044 0.0 0.0 0.0 -0.622
C -3.0075 2.1778 -0.9656 0.0 0.0 0.0 -0.346
C -3.4137 -2.6008 -0.5651 0.0 0.0 0.1 -0.120
C -1.1594 1.1465 -2.4886 0.1 0.1 0.0 -0.126
C 0.0522 -4.1403 1.8874 0.1 0.0 0.0 -0.621
H -1.6291 -4.9404 3.0527 0.1 -0.1 0.0 0.064
H 4.1806 3.1529 -3.3697 0.0 0.0 0.0 0.074
C -3.0196 -0.6771 -3.4445 0.0 0.1 -0.1 -0.080
C -2.7826 -3.4520 0.5510 0.0 0.0 0.0 -0.618
C 4.6303 2.1895 -3.1259 0.0 0.0 0.0 -0.046
H 2.3093 5.8082 3.0384 0.0 0.0 0.0 0.078
H -2.4696 -1.7450 1.8986 0.0 0.0 0.0 0.066
C -2.4236 2.7816 6.9184 0.0 0.0 0.0 -0.126
H -3.7513 -1.3857 -3.8146 0.0 0.0 0.0 0.108
N -0.1620 2.0499 -2.0034 -0.1 -0.1 -0.2 0.015
C -3.0030 1.5270 0.4220 -0.2 0.0 -0.1 -0.045
O -0.0672 2.2443 2.5401 -0.1 0.0 0.2 -0.141
H 4.4348 -0.4758 -2.5005 0.0 0.0 0.0 0.076
H -0.5297 -6.9601 -1.7091 0.0 0.0 0.0 0.090
H 4.1018 4.7160 2.4431 0.0 0.0 0.0 0.108
C 3.9904 2.4731 -0.7149 0.0 0.0 0.0 -0.182
H -4.4831 -2.4889 -0.3520 0.0 0.0 0.0 0.093
C -0.6704 -6.3378 -0.8182 0.0 0.0 0.0 -0.085
H -3.1123 -5.4705 1.3748 0.0 0.0 0.0 0.068
H -1.1034 -5.1330 -3.2524 0.0 0.0 0.0 0.090
H -1.4060 3.5674 -0.4188 -0.1 0.0 0.0 0.064
H 2.8913 1.3919 -2.1691 0.0 0.0 0.0 0.107
C 1.3729 5.9507 0.4645 0.0 0.0 0.0 -0.040
Br -1.7599 5.5127 6.4713 0.0 0.0 0.0 0.728
C 0.3221 3.0796 -2.8168 0.0 -0.1 0.1 -0.074
H 4.0167 -0.3159 -0.7914 0.0 0.0 0.0 0.053
C -3.5252 -4.7968 0.6197 0.0 0.0 0.0 -0.087
O -0.6514 0.1652 3.0144 0.0 0.1 -0.1 -0.063
H 1.1181 -3.6444 -2.0597 0.0 0.0 0.0 0.037
C 5.2163 3.4768 1.1057 0.0 0.0 0.0 -0.076
C 2.8464 3.1661 -0.2866 0.0 0.0 0.0 -0.202
H 2.0334 -4.7330 2.4894 0.0 0.0 0.0 0.088
H 2.0166 -3.8814 0.9435 0.0 0.0 0.0 0.077
H 0.5951 5.4406 3.0506 0.0 0.0 0.0 0.076
C 0.6014 0.5221 -5.5509 0.0 0.0 0.0 -0.054
C -2.4497 1.4301 6.6005 0.0 0.0 0.0 -0.067
Pd 0.4090 0.8246 0.9422 -0.1 -0.3 0.1 0.540
H -0.7998 -6.1640 2.0824 0.0 0.0 0.0 0.071
H -3.0365 4.2320 -0.3490 0.0 0.0 0.0 0.083
C -2.3766 3.5708 -0.9162 0.0 0.0 0.1 -0.053
C -0.7767 0.2147 -3.4668 0.0 0.0 -0.1 -0.139
H 0.7637 -3.2114 3.6899 0.0 0.0 0.0 0.092
C -1.4174 -4.5389 -2.3871 0.0 -0.1 0.0 -0.099
C -0.6545 -5.2572 2.6738 0.0 0.0 0.1 -0.087
H 1.4208 -1.3537 -2.7493 0.0 0.0 0.0 0.026
H -1.6663 -6.5518 -0.4229 0.1 0.0 0.0 0.067
H 2.2054 6.6465 0.6010 0.0 0.0 0.0 0.087
H -2.4599 -4.7891 -2.1801 0.1 0.0 0.0 0.066
C -0.6247 1.3822 3.2989 0.1 0.0 0.0 -0.615
H -3.5182 -5.3190 -0.3404 0.0 0.0 0.1 0.067
C 1.5760 5.0371 2.7885 0.0 0.0 0.0 -0.077
H -3.4109 2.2075 1.1734 0.0 0.0 0.0 0.091
H 0.7620 4.0026 1.1246 0.0 0.0 0.0 0.103
H 4.5484 1.5430 -4.0029 0.0 0.0 0.0 0.078
H 2.0266 4.4363 -2.5870 0.0 0.0 0.0 0.125
H 0.1344 1.4928 -5.7296 0.0 0.0 0.0 0.078
C 3.9416 1.5463 -1.9184 0.0 0.0 0.0 -0.366
H 0.0439 -0.2264 -6.1199 0.0 0.0 0.0 0.077
H 0.4545 6.4534 0.7759 0.0 0.0 0.0 0.083
Si -0.9096 -3.7367 0.2879 -0.1 0.1 0.0 0.504
C 1.4008 3.6320 -2.2333 0.1 -0.1 0.0 -0.067
H -1.4411 -1.4165 -4.6873 0.0 0.0 0.0 0.112
Se 2.6854 0.7977 1.7276 0.1 0.0 0.0 0.669
N 1.6380 2.9859 -1.0137 -0.1 0.1 0.0 0.018
C -1.8094 3.6652 6.0455 0.0 0.0 0.0 -0.675
H -4.4069 0.2994 -2.1425 0.0 0.0 0.0 0.119
C 0.6261 0.1873 -4.0575 0.0 -0.1 0.0 -0.363
H -0.0406 -5.5250 3.5407 0.0 0.0 0.0 0.089
H 1.2848 5.7215 -0.5967 0.0 0.0 0.0 0.060
H -2.9279 0.7338 7.2777 0.0 0.0 0.0 0.106
C -1.2267 3.2300 4.8699 0.0 0.0 0.0 -0.061
H 1.4907 -5.5739 1.0406 0.0 0.1 0.0 0.064
C -2.4741 1.2049 -2.0117 0.0 -0.1 0.1 -0.120
H -1.3620 -3.4838 -2.6708 0.0 0.0 0.0 0.062
C 4.5362 0.1678 -1.6231 0.0 0.0 0.0 -0.058
C 1.4773 -4.6108 1.5540 0.0 0.0 0.0 -0.102
C 4.0622 4.1122 1.5460 0.0 0.0 0.0 -0.041
C -1.7219 -0.6941 -3.9289 0.0 0.0 0.0 -0.045
H -4.0565 2.3257 -1.2390 0.0 0.0 0.0 0.129
H 0.7632 -1.9811 -4.2629 0.0 0.0 0.0 0.076
H 5.5985 0.2194 -1.3754 0.0 0.0 0.0 0.076
H 1.2207 0.9562 -3.5650 0.0 0.0 0.0 0.103
H -0.7486 -2.4978 3.1354 0.0 0.0 0.0 0.054
H 1.0996 -5.3297 -2.5785 0.0 0.0 0.0 0.089
H 1.7586 4.1587 3.4110 0.0 0.0 0.0 0.081
C 5.1796 2.6623 -0.0106 0.0 0.0 0.0 -0.054
C 1.5936 4.6863 1.3041 0.0 0.1 0.0 -0.364
C -1.8684 0.9738 5.4275 0.0 0.0 0.0 -0.015
H -0.7466 3.9187 4.1893 0.0 0.0 0.0 0.090
C 1.3232 -1.1546 -3.8158 0.0 0.0 0.0 -0.066
H 1.6190 0.5540 -5.9490 0.0 0.0 0.0 0.078
H -4.0883 -2.4540 1.9402 0.0 0.0 0.0 0.090
H -1.8752 -0.0753 5.1634 0.0 0.0 0.0 0.116
C -3.0211 -2.6891 1.8647 0.0 0.0 0.0 -0.094
H 6.1424 3.6039 1.6530 0.0 0.0 0.0 0.107
H 0.7502 -2.1003 2.3167 0.0 -0.1 0.0 0.027
H 0.0646 -6.6588 -0.0775 0.0 0.0 0.0 0.066
H -1.9863 1.2743 0.7172 0.2 0.0 0.1 0.026
H 1.7097 -4.9102 -0.9797 -0.1 0.0 -0.1 0.059
H -2.7550 -3.2780 2.7445 0.0 0.1 -0.1 0.065
H 2.3224 -1.1481 -4.2607 0.0 0.0 0.0 0.078
H -3.5820 0.6017 0.4320 0.0 0.0 0.0 0.076
H -0.1470 3.3307 -3.7553 0.0 0.0 0.0 0.130
H -3.3232 -3.0445 -1.5557 0.0 0.1 0.1 0.054
H -2.8729 3.1453 7.8330 0.0 0.0 0.0 0.100
H -4.5729 -4.6129 0.8821 0.0 0.0 0.0 0.089
Br -0.1495 -1.6875 -0.3576 0.1 0.2 -0.2 0.628
C -3.3849 0.2714 -2.5063 0.0 0.0 0.0 -0.055
H 6.0819 2.1580 -0.3351 0.0 0.0 0.0 0.113
B 0.6492 1.9528 -0.8220 0.1 0.1 -0.1 -0.542
C 2.8592 3.9779 0.8596 0.0 0.0 0.0 -0.163
C -1.2591 1.8743 4.5637 0.0 0.0 0.0 -0.124
C 0.2001 -2.9106 2.7991 0.0 0.0 0.1 -0.120



(2)
135
Properties=species:S:1:pos:R:3:forces:R:3:lowdin_charge:R:1 method="wB97M-V/def2-TZVPD" lumo_energy_ev=-4.278 e_tot_ha=-3462.88691 charge=+1 e_homo_ev=-11.353
O 5.5484 -2.5376 7.5989 0.1 -0.4 -0.1 0.115
O 0.1263 -1.5176 -3.3946 -1.0 -1.4 1.2 0.132
H -2.0708 1.1927 0.0629 -0.8 0.1 -0.5 0.110
C 8.6664 -3.8260 6.6106 0.4 0.1 -0.1 -0.157
C -1.2536 6.7753 -4.6365 -0.1 0.4 -0.1 -0.153
C 4.6264 -2.0409 -0.1372 -0.5 -1.2 -0.3 -0.207
H -7.0524 4.3118 -7.9927 0.3 0.2 -0.1 0.131
B -1.2307 -1.6417 -3.1103 -0.3 0.4 -1.7 -0.385
H 9.7241 -3.8893 6.8649 -0.1 -0.1 0.0 0.120
H 4.4556 -0.7861 -1.9136 -0.7 -0.1 0.6 0.109
H -3.3602 -1.6457 -3.8358 0.9 0.2 -0.7 0.047
C 7.4463 1.6308 3.3845 0.2 0.3 0.3 -0.159
O 6.8757 0.8439 0.0090 -0.1 -0.4 0.3 0.125
H -4.7878 1.4861 -6.5700 0.0 0.0 0.0 0.132
C -2.7734 -0.9961 -0.9870 -0.6 -1.3 0.8 -0.038
H -9.4299 0.0196 -4.6116 0.2 -0.1 -0.2 0.132
H 7.8863 -5.8404 6.3669 -0.2 0.0 0.1 0.128
O -0.8103 4.5016 -4.2695 0.2 -0.1 0.1 0.008
H 1.3186 3.2666 -0.0200 -0.4 -0.2 -0.9 0.115
H -6.7111 0.8336 -1.9393 0.1 -0.1 0.1 0.130
C 1.2583 1.4872 -1.2716 0.8 0.6 -2.0 -0.205
C 6.5303 -3.1899 7.3786 -0.1 0.5 0.4 -0.473
C -6.2244 3.6699 -7.7000 -0.4 -0.4 0.2 -0.071
C 7.3879 2.1687 1.9652 0.3 -0.2 0.5 -0.073
C 3.7880 -1.0909 -1.0683 0.6 0.4 0.8 -0.199
C 7.9430 -2.6665 7.2759 0.3 -0.3 -0.4 -0.073
O -5.3488 -0.2532 0.5139 -0.3 0.1 0.4 0.193
H -1.0670 3.1160 0.2234 0.6 -0.1 -0.8 0.105
O 6.2824 0.0888 2.0513 0.2 0.1 -0.1 -0.007
H 3.2414 1.1283 -2.3206 -0.5 0.2 0.7 0.108
H 2.9014 -1.6391 -1.4877 0.7 0.4 0.3 0.100
C 2.8485 1.3458 -1.2971 -0.6 -0.1 0.9 -0.175
H 7.3326 2.3974 4.1508 -0.1 -0.1 0.0 0.119
C -2.7551 -2.5558 0.9676 -0.1 1.0 -1.4 0.066
C -4.3279 -0.4397 1.0888 0.6 -0.4 -1.4 -0.352
H -2.2497 -2.4216 -5.0101 0.1 0.7 0.4 0.084
C -1.8233 -3.3849 0.2743 -0.8 0.6 0.5 0.002
H -7.2287 -0.7397 -1.2536 0.3 0.1 0.0 0.120
H 1.0937 -4.2917 7.4654 0.1 0.0 0.0 0.119
O 2.8081 -3.8874 5.2908 -0.4 -0.3 -0.3 0.026
F -3.4649 0.0341 4.9367 -1.3 0.4 -0.2 0.167
H -8.2680 1.3402 -4.3698 0.0 0.0 0.0 0.117
C -8.6876 0.1775 -2.5749 -0.2 0.1 0.3 -0.145
O -4.0169 0.1036 2.3321 -0.6 -1.0 -0.4 0.152
H -9.1406 1.0494 -2.1041 0.0 0.0 -0.1 0.124
H 3.0058 -2.9278 7.1212 0.1 0.0 -0.3 0.124
C -3.2797 -1.3280 0.3522 2.6 -1.6 -0.2 0.037
C 0.8453 2.9744 -1.0049 -0.1 -0.2 1.5 -0.200
C -7.2614 -0.0918 -2.1262 -0.6 -0.1 0.0 -0.085
C -6.7090 2.3389 -7.1486 -0.3 -0.2 -0.3 -0.155
O 1.8179 -5.2560 3.7855 0.1 0.5 0.2 0.091
H 4.1175 -1.9253 2.6090 -0.7 -0.4 -0.4 0.069
C -1.6280 2.3199 -1.7658 -1.0 0.8 0.7 -0.189
C 0.3954 5.1175 -4.3380 0.7 0.0 -0.2 -0.484
H 2.4107 -1.6836 2.0374 0.8 -0.5 -0.1 0.061
H 6.6854 2.9993 1.8724 0.1 0.0 -0.1 0.135
C 7.8647 -5.0212 7.0845 0.3 -0.3 -0.1 -0.152
H -2.2509 -0.5934 -4.8411 0.0 -0.9 0.3 0.090
C 3.0704 -3.9312 6.7062 0.1 0.1 0.4 -0.154
O 6.5182 -4.5399 7.2259 -0.1 0.3 0.0 0.016
H 8.3718 2.4568 1.6011 -0.2 0.1 -0.3 0.129
F -4.6928 1.8918 4.8194 0.6 -1.5 -0.1 0.145
C 3.3353 0.2092 -0.3050 0.3 0.6 -0.6 -0.193
H -6.0322 1.4014 -5.3072 0.2 0.1 0.1 0.101
C 3.2563 -2.4211 2.0950 -0.5 -0.8 0.3 -0.112
C -5.4787 4.2505 -6.5222 0.2 0.5 -0.4 -0.482
O -5.6472 -1.4056 -3.3602 -0.2 0.0 -0.3 0.104
C -8.5315 0.3206 -4.0745 -0.4 0.2 -0.1 -0.152
C -2.3330 -1.5683 -4.2899 -0.4 -0.3 0.8 -0.006
C -6.6717 -0.7774 -3.3341 0.4 0.0 0.2 -0.474
C -2.6413 1.5215 -0.8379 0.0 0.2 -1.5 -0.156
H 3.2592 2.3512 -1.0018 -0.2 -1.0 -0.2 0.106
C -3.2839 0.2990 -1.6561 0.8 0.4 0.5 -0.108
H -2.9413 0.4292 -2.7098 -0.3 -0.5 0.8 0.105
H -0.7284 -3.6766 -1.4615 -0.2 0.4 0.3 0.184
O -5.1415 5.3922 -6.3934 0.1 -0.3 0.4 0.121
H 8.3229 -2.4708 8.2805 -0.1 0.1 0.0 0.136
F -5.6065 0.0663 5.5526 1.2 0.0 -1.1 0.166
H -1.0915 1.6775 -2.5023 -0.2 0.3 0.8 0.099
C 2.0131 -4.8527 7.2766 -0.2 -0.1 0.3 -0.152
H 4.2167 0.6132 0.2540 -0.7 -0.6 -0.4 0.089
H 5.3565 1.0568 3.6211 0.0 0.0 0.0 0.131
H -7.6715 2.4777 -6.6488 0.0 0.0 0.0 0.114
F -5.9361 1.2865 2.7987 0.8 -1.6 -0.1 0.157
C 2.1059 -4.9868 4.9238 0.1 -0.4 -0.3 -0.483
H -9.3127 -0.6894 -2.3480 0.0 0.1 0.0 0.125
H -2.7399 5.2565 -4.1805 0.1 -0.2 0.0 0.123
H -3.1155 -2.8583 1.9700 0.4 0.2 -0.8 0.136
H 0.5055 6.5618 -5.9027 0.1 0.0 0.1 0.135
C -0.7033 3.2066 -0.8353 0.0 0.7 -1.0 -0.186
C 6.3267 0.6092 3.3895 -0.1 0.0 0.4 -0.156
H 0.7594 -6.1856 6.1065 0.2 -0.2 -0.2 0.125
H 8.2049 -5.3923 8.0545 0.0 0.0 0.0 0.130
H 4.2605 -3.9532 0.9099 -0.5 0.7 -0.2 0.100
C -5.1325 0.2392 3.1559 -1.0 0.2 1.4 -0.408
C -1.8311 5.3806 -4.7684 -0.5 0.1 -0.1 -0.159
N -1.3795 -3.0509 -0.9789 -1.4 1.3 1.2 0.136
H 0.8418 7.2255 -4.2724 0.2 -0.2 -0.2 0.129
F -5.8564 -0.9331 3.2017 0.7 1.3 -0.6 0.139
H 0.4050 -2.1684 -4.0642 0.0 0.9 -0.2 0.127
H 6.5168 -0.2031 4.0907 -0.1 -0.1 -0.2 0.121
H 7.9823 -1.7642 6.6691 -0.1 0.1 0.3 0.122
H -1.4237 7.1531 -3.6249 0.0 0.0 -0.1 0.121
H 2.3143 -5.3263 8.2106 0.1 0.1 0.0 0.121
H 0.7731 0.7417 -0.5946 0.4 0.7 -0.3 0.104
C -5.6415 2.0047 -6.1258 0.0 -0.3 0.0 -0.154
H -1.4408 -4.3156 0.7392 -0.2 0.8 -0.5 0.151
H -6.8338 1.5672 -7.9077 0.0 0.0 0.1 0.123
C 6.8514 0.9843 1.1979 0.0 0.4 -0.6 -0.488
H 5.3653 -1.4892 0.5216 -1.1 -0.5 -0.8 0.094
H 2.4835 -6.6709 6.1768 -0.1 0.0 -0.1 0.134
C 3.6878 -3.0130 0.7036 0.6 0.7 0.5 -0.246
H 5.2542 -2.7291 -0.7743 -0.6 0.8 0.4 0.105
H 1.2819 3.6958 -1.7461 -0.5 -1.1 0.4 0.099
H -0.8954 4.2809 -1.1184 0.2 -1.0 0.4 0.106
C -4.6918 0.5333 4.6684 -0.2 1.2 0.3 -0.451
H 2.7734 -3.2899 0.1083 0.9 0.2 0.4 0.090
O 1.4287 4.5761 -4.0624 -0.3 -0.2 0.1 0.114
O -7.4441 -0.5530 -4.4254 0.3 -0.2 0.2 0.022
O -5.1938 3.2722 -5.6190 0.0 0.2 0.0 0.018
H 8.5867 -3.7331 5.5245 0.0 0.0 0.1 0.121
H -2.2733 3.0127 -2.3765 0.7 -0.7 0.4 0.107
C 0.2322 6.5307 -4.8462 -0.5 0.2 0.3 -0.072
C 1.7876 -5.8306 6.1369 -0.2 0.3 0.4 -0.079
H 4.0787 -4.3113 6.8605 -0.1 0.0 -0.1 0.102
C -1.8146 -1.9051 -1.6133 -0.3 0.9 0.8 0.017
H 2.5187 0.0234 0.4382 0.8 -0.1 -0.5 0.091
H 8.4047 1.1313 3.5482 -0.1 0.0 0.0 0.120
H -3.4816 2.2280 -0.5951 1.0 -0.7 0.3 0.128
H -2.0433 5.1139 -5.8065 0.0 0.0 0.0 0.127
H 2.8801 -3.2801 2.7422 0.5 1.2 -0.7 0.048
H -1.6865 7.4883 -5.3374 0.0 -0.1 0.0 0.121
H -5.5282 3.5377 -8.5305 0.0 0.1 0.0 0.136
H -4.4007 0.3624 -1.6664 1.1 -0.4 0.2 0.100
H 0.9411 1.2472 -2.3281 0.0 0.0 1.1 0.096